Record 1
{"formula": "C21H13FN4O11S2Y", "method": "ωB97M-V/def2-TZVPD", "elements": ["Y", "O", "C", "C", "O", "C", "C", "O", "C", "O", "O", "O", "C", "C", "C", "C", "C", "C", "C", "O", "N", "N", "C", "S", "C", "C", "S", "H", "H", "H", "H", "H", "H", "H", "H", "H", "F", "C", "C", "N", "C", "C", "O", "O", "C", "O", "N", "C", "O", "H", "H", "H", "H"], "positions_angstrom": [[-0.208766, -0.499588, 1.441454], [3.651876, 4.358902, 0.376860], [2.837955, 3.488544, 0.531723], [1.925832, 3.299330, 1.742027], [1.919721, 3.964430, 2.757405], [1.111409, 2.132024, 1.423389], [1.486931, 1.559310, 0.209147], [0.932626, 0.456460, -0.202020], [2.539904, 2.344350, -0.440580], [3.092713, 2.148554, -1.499678], [0.189289, 1.588152, 2.165981], [-3.662736, -4.581892, -0.907885], [-4.495267, -3.665755, -0.386788], [-5.865707, -3.903227, -0.506661], [-6.780217, -3.005727, 0.006449], [-6.351967, -1.848555, 0.651585], [-4.997832, -1.608854, 0.771341], [-4.051529, -2.499482, 0.262223], [-2.616826, -2.166897, 0.418908], [-2.301498, -1.055013, 0.982437], [-1.744609, -3.036187, -0.040410], [-0.430956, -2.605044, 0.125744], [0.454762, -3.415516, -0.310983], [2.144980, -2.961694, -0.340302], [2.706002, -4.679605, -0.424633], [1.782396, -5.406922, -1.383269], [0.070742, -5.009974, -0.929649], [-2.742147, -4.260513, -0.741390], [-6.182470, -4.806313, -1.011577], [-7.839273, -3.208319, -0.097322], [-7.068428, -1.145175, 1.053780], [-4.632642, -0.718911, 1.265073], [2.676328, -5.125787, 0.569165], [3.733364, -4.673387, -0.786777], [1.900025, -6.487905, -1.312013], [1.964950, -5.093199, -2.410511], [-1.369007, 3.198899, 5.958320], [-0.687477, 2.105772, 6.317215], [0.190424, 1.532572, 5.490276], [0.901102, 0.405643, 5.859164], [1.760161, -0.233114, 4.882337], [0.977782, -0.846551, 3.738314], [-0.279165, -0.868382, 3.770720], [1.625620, -1.212307, 2.714801], [0.698706, -0.221029, 7.067921], [1.265940, -1.242780, 7.402549], [-0.202009, 0.420578, 7.893149], [-0.961102, 1.562353, 7.636467], [-1.739291, 1.996879, 8.456135], [0.367385, 1.920732, 4.491434], [2.348325, -0.996409, 5.386052], [2.443642, 0.498492, 4.450207], [-0.366273, -0.030061, 8.780996]], "atomic_forces_ev_per_a": [[-0.051, 0.004, -0.046], [-0.004, 0.006, 0.006], [0.008, 0.011, -0.008], [-0.026, -0.004, -0.006], [0.015, -0.003, 0.011], [0.010, -0.017, 0.002], [-0.029, -0.030, 0.019], [0.035, -0.039, 0.021], [-0.009, -0.028, -0.003], [0.004, 0.016, 0.000], [0.051, -0.011, 0.016], [0.010, 0.016, 0.003], [-0.024, -0.019, 0.007], [-0.012, 0.014, 0.004], [0.014, -0.010, -0.008], [-0.006, 0.009, 0.006], [-0.004, 0.005, 0.002], [0.018, -0.019, -0.013], [-0.035, 0.008, -0.004], [0.042, -0.056, -0.036], [0.018, -0.003, -0.005], [-0.033, 0.081, 0.030], [0.013, 0.040, -0.006], [-0.022, -0.025, 0.004], [0.026, -0.001, -0.003], [-0.011, 0.007, -0.019], [0.004, -0.021, -0.005], [0.001, -0.007, -0.002], [0.005, -0.002, 0.000], [-0.001, 0.000, 0.002], [0.001, -0.001, 0.001], [-0.002, -0.001, 0.000], [0.003, 0.001, -0.001], [0.003, 0.004, 0.008], [-0.005, -0.001, 0.004], [-0.006, 0.002, 0.001], [-0.007, 0.009, 0.013], [0.004, -0.002, -0.012], [-0.027, 0.003, 0.007], [0.008, 0.055, -0.024], [0.009, 0.007, 0.030], [0.075, -0.008, 0.001], [-0.019, 0.008, 0.023], [-0.040, 0.045, -0.011], [0.029, -0.019, -0.051], [-0.012, 0.008, 0.023], [-0.037, 0.008, 0.015], [0.028, -0.044, 0.014], [-0.007, 0.015, -0.001], [0.019, -0.007, -0.007], [-0.026, -0.024, -0.009], [-0.010, 0.013, 0.001], [0.011, 0.006, 0.006]], "lowdin_charge": [1.6848, 0.1323, -0.2501, -0.2928, 0.0935, -0.3029, -0.2994, -0.1624, -0.2874, 0.1026, -0.1547, 0.0429, -0.2710, -0.0232, -0.0928, -0.0974, -0.0252, -0.0758, -0.4223, -0.1596, 0.0011, -0.1439, -0.8992, 0.9610, -0.5229, -0.5280, 0.9570, 0.0394, 0.1123, 0.0985, 0.0954, 0.1137, 0.0806, 0.0789, 0.0748, 0.0752, 0.0933, -0.1818, 0.0694, 0.0087, -0.0238, -0.6434, -0.0544, -0.0901, -0.4687, 0.0711, 0.2136, -0.4007, 0.0886, 0.1360, 0.1360, 0.1489, 0.1643], "total_charge": -1, "relative_energy_kj_mol": 0.0, "homo_lumo_gap_ev": 7.2, "e_lumo_ev": 1.8}

***

Record 2
{"formula": "C21H14BrN3OPbS5", "method": "ωB97M-V/def2-TZVPD", "elements": ["Pb", "Br", "C", "C", "C", "C", "O", "C", "C", "N", "C", "C", "C", "C", "C", "C", "C", "C", "N", "C", "C", "H", "H", "H", "H", "H", "H", "H", "H", "H", "H", "S", "C", "C", "C", "C", "C", "N", "H", "H", "H", "H", "S", "S", "S", "S"], "positions_angstrom": [[-0.851861, -0.114432, 0.092243], [2.680277, 6.633636, 2.454471], [1.567462, 5.144601, 2.074560], [0.525085, 4.812463, 2.952811], [-0.284753, 3.743032, 2.684465], [-0.108053, 2.923486, 1.532259], [-0.927244, 1.959810, 1.314067], [0.965745, 3.272991, 0.663001], [1.325192, 2.569045, -0.538231], [0.900365, 1.434223, -0.972346], [1.552479, 0.889045, -2.105701], [2.875357, 1.101565, -2.399883], [3.473898, 0.556250, -3.556551], [2.758897, -0.229736, -4.408849], [1.409211, -0.530991, -4.107085], [0.619662, -1.382496, -4.912705], [-0.662335, -1.669080, -4.550295], [-1.155849, -1.113583, -3.352569], [-0.459504, -0.312270, -2.591323], [0.810832, 0.008636, -2.950162], [1.771987, 4.396863, 0.952549], [0.361159, 5.412377, 3.838627], [-1.100295, 3.486893, 3.348473], [2.078525, 3.094113, -1.132003], [3.489584, 1.677225, -1.720882], [4.516590, 0.766743, -3.754735], [3.209443, -0.647695, -5.300118], [1.054133, -1.809059, -5.809091], [-1.288749, -2.319677, -5.144334], [-2.158689, -1.353970, -3.010443], [2.574025, 4.657155, 0.271900], [1.417872, -0.987031, 1.268173], [1.191770, -2.494628, 0.405658], [2.099983, -3.561650, 0.498237], [1.846124, -4.720681, -0.197807], [0.695921, -4.823587, -0.980360], [-0.142396, -3.731716, -1.025492], [0.098441, -2.597935, -0.361956], [2.980962, -3.452687, 1.115250], [2.537721, -5.551791, -0.134929], [0.463033, -5.722787, -1.532420], [-1.054878, -3.751535, -1.612600], [-2.931422, -2.353259, 1.519735], [-2.137346, -3.046727, 3.118238], [-1.422234, -1.540387, 4.206726], [-1.680523, 0.097961, 3.289484]], "atomic_forces_ev_per_a": [[0.094, 0.554, 0.038], [-0.008, 0.000, 0.002], [-0.032, -0.002, 0.037], [0.005, 0.010, -0.011], [0.011, 0.006, -0.003], [-0.029, 0.045, 0.023], [0.098, -0.264, -0.159], [0.063, 0.019, -0.124], [-0.049, 0.073, 0.120], [0.003, -0.228, -0.226], [-0.075, 0.058, 0.157], [0.120, -0.007, -0.014], [-0.024, 0.036, 0.060], [-0.048, -0.007, 0.009], [0.043, -0.037, -0.064], [0.055, -0.011, -0.028], [-0.045, 0.008, 0.059], [0.007, -0.026, -0.032], [0.039, 0.074, -0.074], [-0.100, -0.025, 0.050], [-0.028, -0.014, -0.005], [0.003, -0.007, 0.002], [0.007, 0.001, 0.005], [0.026, -0.023, -0.006], [-0.001, 0.010, -0.002], [0.001, -0.002, 0.010], [-0.001, -0.007, 0.004], [-0.005, 0.014, -0.004], [-0.006, 0.005, 0.004], [0.002, -0.005, -0.012], [-0.007, -0.009, -0.004], [-0.144, -0.128, -0.054], [-0.029, 0.042, 0.010], [0.015, 0.076, 0.070], [0.000, -0.044, -0.023], [0.020, -0.009, 0.018], [0.039, 0.058, 0.033], [-0.010, -0.086, -0.077], [-0.004, -0.011, 0.001], [0.003, 0.005, 0.002], [-0.001, 0.002, -0.003], [0.004, 0.006, -0.010], [-0.044, -0.044, 0.079], [-0.100, -0.358, -0.218], [0.162, 0.192, 0.318], [-0.028, 0.058, 0.042]], "lowdin_charge": [1.1034, 0.7037, -0.7054, -0.1185, -0.0087, -0.3812, -0.3650, -0.1258, -0.0806, -0.0074, -0.2079, -0.0105, -0.0621, -0.0360, -0.1489, -0.0054, -0.0450, -0.1445, 0.0117, -0.1650, -0.0992, 0.1013, 0.1099, 0.1217, 0.1139, 0.1081, 0.1133, 0.1196, 0.1058, 0.1145, 0.1047, 0.5098, -0.7863, -0.1022, -0.0755, -0.0771, -0.1583, -0.0882, 0.1001, 0.1065, 0.0979, 0.1061, 0.0118, -0.0214, 0.0132, 0.1489], "total_charge": 0, "relative_energy_kj_mol": 130.9, "homo_lumo_gap_ev": 5.1, "e_lumo_ev": -2.3}

***

Record 3
{"formula": "C21H14Cl2F6N3O6S3Sr", "method": "ωB97M-V/def2-TZVPD", "elements": ["Sr", "F", "C", "F", "F", "S", "O", "O", "N", "S", "O", "O", "C", "F", "F", "F", "S", "C", "C", "C", "C", "C", "N", "H", "H", "H", "H", "Cl", "C", "C", "C", "C", "C", "Cl", "C", "N", "C", "C", "C", "C", "C", "C", "C", "C", "O", "O", "H", "H", "H", "H", "H", "H", "H", "H", "H", "H"], "positions_angstrom": [[-0.523320, 1.337618, -1.955850], [4.884067, 2.600575, -2.813016], [4.002055, 2.285972, -3.757194], [4.245399, 3.010439, -4.841438], [4.139242, 0.994181, -4.058745], [2.285682, 2.550315, -3.154496], [2.159003, 1.718669, -1.972473], [1.405586, 2.177596, -4.229894], [2.362500, 4.089061, -2.865788], [1.228563, 4.780677, -2.022165], [0.084079, 3.913892, -1.824309], [1.024627, 6.127023, -2.435166], [1.962132, 4.914036, -0.337327], [3.078990, 5.642140, -0.370618], [1.087187, 5.510169, 0.471131], [2.252901, 3.712078, 0.151732], [-2.989251, 1.003706, -3.469421], [-2.547976, -0.664028, -3.249731], [-3.494436, -1.692520, -3.431833], [-3.126182, -3.001607, -3.239234], [-1.817255, -3.302610, -2.858178], [-0.949065, -2.248938, -2.691060], [-1.282668, -0.970527, -2.890095], [-4.502085, -1.421485, -3.712205], [-3.852980, -3.794399, -3.373581], [-1.492702, -4.317331, -2.677038], [0.073203, -2.423271, -2.373964], [0.456771, -3.627607, 1.802543], [1.169007, -2.090350, 1.437372], [1.738312, -1.931092, 0.188132], [2.373071, -0.747963, -0.148161], [2.448303, 0.272925, 0.784588], [1.866489, 0.099192, 2.024370], [1.980372, 1.407931, 3.174237], [1.182809, -1.067358, 2.393555], [0.617754, -1.207182, 3.660743], [-0.750225, -1.630900, 3.825277], [-0.988498, -2.737754, 4.630598], [-2.276228, -3.201020, 4.831342], [-3.335865, -2.553895, 4.208980], [-3.096651, -1.438094, 3.426425], [-1.809514, -0.940762, 3.232344], [-1.602225, 0.321653, 2.447372], [-1.332615, 0.142618, 0.943328], [-1.544455, -0.939111, 0.398664], [-0.914068, 1.206213, 0.369310], [1.684415, -2.754623, -0.510282], [2.811746, -0.616973, -1.127512], [2.927622, 1.211280, 0.546030], [0.843138, -0.419154, 4.250870], [-0.136986, -3.242436, 5.068580], [-2.450287, -4.069814, 5.453611], [-4.348561, -2.914499, 4.339960], [-3.924451, -0.924358, 2.951802], [-0.788383, 0.918361, 2.859922], [-2.498094, 0.943314, 2.517967]], "atomic_forces_ev_per_a": [[-0.106, -0.101, 0.119], [0.001, -0.001, -0.009], [0.015, -0.011, 0.048], [-0.001, 0.009, -0.019], [0.003, 0.001, -0.005], [0.001, 0.130, -0.105], [0.015, -0.099, 0.045], [-0.037, 0.012, -0.001], [0.177, -0.038, -0.059], [-0.031, -0.024, 0.027], [-0.090, -0.046, -0.055], [-0.041, 0.038, 0.008], [0.008, 0.030, 0.050], [-0.007, -0.001, -0.023], [0.022, -0.013, 0.002], [-0.013, 0.011, 0.007], [0.023, 0.073, -0.008], [0.034, 0.014, -0.027], [0.044, -0.080, 0.019], [0.002, 0.025, -0.004], [-0.004, 0.005, -0.002], [-0.006, -0.002, 0.001], [-0.056, -0.002, -0.033], [-0.001, 0.003, -0.003], [0.002, -0.002, 0.001], [0.001, 0.001, -0.002], [0.002, -0.004, 0.007], [-0.009, -0.004, 0.003], [0.020, 0.019, 0.006], [0.000, -0.004, 0.007], [0.001, -0.013, -0.011], [-0.008, -0.006, 0.014], [0.008, 0.001, -0.004], [-0.006, 0.003, -0.006], [-0.019, -0.020, -0.035], [0.016, 0.000, 0.073], [-0.020, -0.026, -0.027], [0.003, 0.010, -0.007], [-0.007, 0.003, -0.004], [0.002, -0.012, 0.011], [-0.010, 0.019, -0.014], [0.023, 0.002, 0.017], [0.015, -0.035, -0.008], [-0.005, 0.068, -0.007], [0.028, -0.012, -0.038], [0.010, 0.071, 0.072], [-0.004, 0.004, -0.004], [0.000, -0.002, 0.009], [0.001, -0.009, -0.001], [0.007, 0.008, -0.009], [0.001, 0.002, -0.001], [-0.004, 0.001, 0.000], [-0.001, -0.002, -0.002], [0.001, -0.002, -0.002], [0.000, 0.009, -0.002], [-0.001, -0.001, -0.004]], "lowdin_charge": [1.3913, 0.1480, -0.6859, 0.1525, 0.1419, 0.5743, -0.3802, -0.2851, -0.2821, 0.6009, -0.3857, -0.2467, -0.6746, 0.1396, 0.1466, 0.1342, 0.4167, -0.8387, -0.1219, -0.0873, -0.0862, -0.1639, -0.1029, 0.0900, 0.0990, 0.0923, 0.0947, 0.7458, -0.5738, -0.1148, -0.0886, -0.1149, -0.5647, 0.7179, -0.3073, 0.0631, -0.2430, -0.0669, -0.0984, -0.0905, -0.0300, -0.1526, -0.0534, -0.6784, 0.0232, -0.2517, 0.0967, 0.0996, 0.0936, 0.0794, 0.1070, 0.0944, 0.0960, 0.1165, 0.0895, 0.1255], "total_charge": -1, "relative_energy_kj_mol": 39.5, "homo_lumo_gap_ev": 7.4, "e_lumo_ev": 2.5}